(1)
Density functional theory data (ωB97M-V/def2-TZVPD) for 9 unconnected molecules or ions with the total composition C43H74FNO20P in a non-equilibrium geometry.

The calculation puts the HOMO energy at -11.47 eV. The spin multiplicity is 1. The total charge is +1. For the LUMO energy, the calculation gives -2.47 eV. The gap between HOMO and LUMO is 0.3309 hartree. Its total energy is -100226.0512 eV.

Last column: Mulliken charge in e.
Positions of all 140 atoms, in Å:
P: 2.481 -2.279 -3.494  1.12
F: -2.856 -1.173 -2.662  -0.22
O: 8.199 -0.555 -0.972  -0.67
O: -0.662 3.123 -3.432  -0.35
O: -1.030 2.346 -1.312  -0.61
O: -1.550 -2.611 5.714  -0.60
O: -2.032 -0.650 4.641  -0.27
O: -2.534 -2.258 1.452  -0.27
O: 8.162 -2.264 0.547  -0.31
O: -2.372 7.715 -2.351  -0.58
O: 4.175 -1.792 -3.712  -0.53
O: 3.098 -9.855 1.239  -0.34
O: 2.639 -0.720 -9.947  -0.60
O: 2.510 -1.964 -8.032  -0.39
O: -5.774 2.697 7.464  -0.28
O: 2.052 -2.057 -1.975  -0.56
O: 2.362 -3.976 -3.922  -0.47
O: 5.273 -9.575 1.887  -0.57
O: -4.343 6.107 4.711  -0.36
O: -4.185 5.590 6.933  -0.60
O: -5.292 0.736 8.537  -0.61
O: -4.548 7.435 -2.999  -0.32
N: -1.598 -1.545 -2.323  0.54
C: -2.672 -2.167 -0.010  -0.58
C: 9.020 -2.702 1.599  -0.43
C: -1.311 -2.969 1.858  -0.09
C: -3.427 8.176 -2.754  0.57
C: -2.395 4.679 -3.557  -0.07
C: -2.810 0.506 4.946  -0.42
C: -6.867 2.297 9.506  -0.46
C: -7.592 3.385 8.754  -0.51
C: 5.151 -1.376 -1.415  -0.37
C: 1.288 -4.650 -3.164  0.31
C: -2.507 4.904 3.923  -0.58
C: 1.807 -5.272 -1.715  -0.83
C: -3.674 9.615 -3.095  -0.47
C: -3.835 5.422 5.777  0.36
C: 4.320 -3.390 -8.397  -0.58
C: 2.092 -9.012 0.677  -0.44
C: 10.390 -2.195 1.232  -0.50
C: -0.268 -1.785 2.414  -0.58
C: -0.119 -1.345 -4.474  -0.87
C: -3.849 0.037 5.931  0.35
C: 10.083 -0.911 0.504  -0.47
C: -5.905 1.789 8.475  0.48
C: 4.218 -9.114 1.484  0.46
C: 3.972 -7.675 1.143  -0.36
C: -6.553 3.854 7.769  -0.46
C: -1.090 4.259 -4.181  -0.55
C: -1.263 3.143 -2.206  0.46
C: -0.638 -0.628 -3.056  -0.20
C: -3.787 5.579 3.507  -0.40
C: 4.510 -0.689 -2.780  -0.24
C: -1.363 -1.573 -0.798  -0.23
C: -5.179 9.676 -3.143  -0.49
C: -2.828 4.413 5.312  0.20
C: -2.162 -1.558 5.652  0.39
C: 8.734 -1.197 -0.084  0.55
C: 2.466 -7.614 1.096  0.08
C: -3.124 -1.051 6.683  -0.43
C: 1.490 -1.131 -4.717  -0.16
C: 3.386 -2.855 -7.343  -0.04
C: 3.109 -1.551 -9.187  0.42
C: 4.435 -2.230 -9.355  -0.35
C: -5.553 8.278 -3.561  -0.43
C: -2.204 4.306 -2.109  -0.27
H: 4.419 -7.457 0.170  0.24
H: -3.808 -1.839 7.006  0.33
H: -0.818 -3.624 1.014  0.06
H: 5.280 -3.721 -7.994  0.34
H: -4.504 4.877 3.069  0.25
H: -2.150 1.270 5.371  0.26
H: -4.225 0.838 6.574  -0.40
H: 10.000 -0.064 1.191  0.27
H: -3.270 10.277 -2.326  0.30
H: 8.993 -3.794 1.667  0.30
H: -2.197 4.109 3.239  0.32
H: 0.745 -1.765 1.813  0.25
H: -6.535 7.986 -3.177  0.29
H: 3.594 -0.003 -2.514  0.13
H: -1.211 3.983 -5.233  0.33
H: 6.271 -1.015 -1.346  0.09
H: -3.226 9.833 -4.069  0.27
H: -1.273 0.319 -3.409  0.02
H: 0.322 -4.008 -3.007  -0.48
H: 1.804 -0.002 -4.586  0.35
H: -1.073 -0.499 -0.374  0.21
H: -7.968 4.185 9.397  0.32
H: 11.045 -2.062 2.097  0.32
H: 5.344 0.037 -3.217  0.36
H: 5.071 -2.556 -1.542  0.19
H: -0.774 -0.720 2.228  0.08
H: -5.892 4.617 8.194  0.28
H: -7.551 1.509 9.829  0.31
H: 2.100 -9.137 -0.410  0.26
H: -6.304 2.694 10.355  0.27
H: 2.804 -3.653 -6.872  0.26
H: -1.466 -2.557 -2.625  0.46
H: 1.713 -1.433 -5.848  -0.07
H: -3.014 -3.181 -0.528  0.28
H: -1.724 5.108 -1.542  0.23
H: 8.659 -2.279 2.543  0.26
H: 4.376 -7.013 1.913  0.31
H: -3.607 6.392 2.797  0.32
H: 4.524 -1.125 -0.444  0.23
H: -4.702 -0.394 5.393  0.29
H: -2.624 5.737 -3.710  -0.06
H: 2.080 -6.845 0.421  -0.26
H: -3.295 3.424 5.296  -0.26
H: -1.697 5.641 3.973  0.29
H: 10.819 -0.707 -0.277  0.30
H: -8.445 2.954 8.216  0.28
H: -0.144 -1.904 3.571  0.22
H: 10.875 -2.899 0.545  0.27
H: -3.263 0.898 4.031  0.29
H: -0.378 -2.235 -0.666  0.11
H: -0.323 5.037 -4.105  0.29
H: 5.230 -1.539 -9.062  0.25
H: -0.308 -2.521 -4.472  0.29
H: -2.562 -0.653 7.532  0.28
H: 2.226 -6.373 -1.832  0.25
H: 2.075 -7.410 2.100  0.33
H: -1.531 -3.725 2.755  0.35
H: -3.216 4.091 -3.983  0.26
H: 2.615 -4.571 -1.185  0.26
H: -3.147 4.012 -1.643  0.36
H: -0.776 -0.940 -5.385  0.39
H: 0.243 -0.216 -2.405  0.41
H: 3.915 -2.294 -6.565  0.06
H: -3.564 -1.400 -0.210  0.27
H: -5.545 8.153 -4.649  0.28
H: -5.565 10.444 -3.818  0.32
H: 1.110 -9.304 1.061  0.32
H: 0.960 -5.586 -3.828  0.35
H: 4.577 -2.571 -10.383  0.31
H: -7.006 4.246 6.854  0.33
H: 0.877 -5.279 -1.004  0.24
H: -5.571 9.879 -2.139  0.27
H: -1.944 4.414 5.953  0.42
H: 3.855 -4.242 -8.908  0.28

(2)
Density functional theory data (ωB97M-V/def2-TZVPD) for C5H6O in the gas phase.

As for the SMILES: CCC#CC=O. The value obtained for the relative energy (zero: lowest compared OMol25 entry of this formula, charge and spin) is 62.09 kcal per mole. The calculation puts the HOMO energy at -10.08 eV. The spin multiplicity is 1. The total charge is 0. For the LUMO energy, the calculation gives 0.58 eV. The gap between HOMO and LUMO is 0.3917 hartree. Its total energy is -7326.5919 eV.

Last column: Mulliken charge in e.
Positions of all 12 atoms, in Å:
O: 1.758 1.293 1.501  -0.46
C: -0.655 -0.853 -0.288  -0.31
C: -1.520 0.349 0.115  -1.01
C: 1.753 0.180 -0.568  -0.20
C: 2.321 0.544 0.737  0.21
C: 0.685 -0.404 -0.621  -0.03
H: -1.585 1.068 -0.707  0.31
H: 3.234 -0.007 1.013  0.34
H: -1.095 -1.434 -1.098  0.31
H: -0.534 -1.531 0.570  0.23
H: -1.078 0.869 0.972  0.29
H: -2.527 0.014 0.379  0.32